{
  "formula": "C19H19FN2O3S",
  "method": "the ωB97M-V functional and the def2-TZVPD basis",
  "e_above_lowest_kj_mol": 104.5,
  "smiles": "CCOC(=O)CSC1=C(C#N)[C@H](c2ccc(F)cc2)C(C(C)=O)=C(C)N1",
  "spin_multiplicity": 1,
  "largest_force_ha_per_bohr": 0.0229,
  "elements": ["C", "C", "O", "C", "O", "C", "S", "C", "C", "C", "N", "C", "C", "C", "C", "C", "F", "C", "C", "C", "C", "C", "O", "C", "C", "N", "H", "H", "H", "H", "H", "H", "H", "H", "H", "H", "H", "H", "H", "H", "H", "H", "H", "H", "H"],
  "positions_angstrom": [[1.881, 2.545, 2.135], [1.977, 2.746, 0.636], [2.805, 1.706, 0.098], [2.830, 1.568, -1.220], [2.212, 2.257, -1.990], [3.684, 0.384, -1.615], [2.623, -0.822, -2.501], [1.142, -0.582, -1.535], [1.017, -0.961, -0.251], [2.038, -1.614, 0.448], [2.865, -2.124, 1.062], [-0.279, -0.675, 0.489], [-1.164, -1.904, 0.369], [-0.933, -2.983, 1.215], [-1.685, -4.138, 1.113], [-2.675, -4.201, 0.149], [-3.419, -5.321, 0.044], [-2.925, -3.146, -0.707], [-2.160, -1.998, -0.594], [-0.907, 0.587, -0.067], [-1.761, 1.388, 0.816], [-2.173, 0.744, 2.120], [-2.136, 2.514, 0.542], [-0.705, 0.911, -1.373], [-1.310, 2.048, -2.119], [0.159, 0.155, -2.141], [1.205, 3.283, 2.555], [1.504, 1.550, 2.354], [2.860, 2.651, 2.595], [2.424, 3.713, 0.388], [0.989, 2.692, 0.164], [4.450, 0.676, -2.331], [4.123, -0.091, -0.739], [-0.032, -0.540, 1.547], [-0.151, -2.923, 1.959], [-1.513, -4.980, 1.764], [-3.705, -3.228, -1.448], [-2.353, -1.168, -1.256], [-2.510, -0.278, 1.966], [-2.972, 1.335, 2.561], [-1.334, 0.735, 2.815], [-1.654, 1.709, -3.096], [-0.550, 2.815, -2.275], [-2.132, 2.490, -1.566], [0.349, 0.479, -3.080]],
  "forces_ev_per_angstrom": [[0.17, -0.06, -0.43], [-0.39, 0.39, 0.07], [0.28, -0.12, 0.37], [0.12, 0.05, -0.17], [0.04, 0.14, -0.06], [-0.27, -0.23, -0.04], [-0.13, -0.04, 0.16], [0.71, -0.45, 0.12], [-0.75, 0.69, -0.59], [0.59, -0.26, 0.11], [0.21, -0.17, 0.22], [-0.06, -0.09, -0.19], [-0.04, 0.00, 0.13], [-0.10, 0.05, -0.11], [-0.15, -0.15, -0.09], [0.07, 0.13, -0.02], [0.04, 0.06, 0.01], [-0.06, -0.28, 0.06], [0.07, -0.01, 0.12], [0.49, -0.08, -0.45], [-0.16, 0.11, 0.15], [-0.22, 0.24, -0.01], [-0.02, 0.09, 0.16], [-0.22, 0.00, 0.35], [-0.23, 0.13, 0.04], [-0.31, 0.04, -0.16], [-0.07, 0.08, 0.07], [-0.08, -0.12, 0.07], [0.07, 0.01, 0.11], [-0.07, -0.12, -0.02], [0.17, 0.02, 0.04], [0.00, 0.06, 0.05], [0.02, 0.08, -0.09], [-0.04, 0.00, -0.13], [0.08, 0.01, 0.10], [-0.01, -0.11, 0.06], [-0.09, -0.04, -0.07], [-0.03, 0.08, -0.05], [0.02, -0.12, 0.05], [0.00, 0.02, -0.01], [0.10, -0.06, 0.07], [0.02, -0.05, -0.11], [0.06, 0.05, -0.01], [0.06, -0.03, -0.13], [0.08, 0.04, 0.21]]
}

=====

{
  "formula": "C19H19IrN3O5S",
  "method": "the ωB97M-V functional and the def2-TZVPD basis",
  "e_above_lowest_kj_mol": 535.6,
  "spin_multiplicity": 2,
  "s_squared": 0.892,
  "largest_force_ha_per_bohr": 0.0891,
  "elements": ["Ir", "O", "C", "C", "N", "C", "C", "O", "O", "C", "C", "O", "O", "H", "H", "H", "H", "H", "H", "H", "H", "H", "N", "C", "C", "C", "C", "C", "C", "C", "C", "C", "C", "C", "C", "H", "H", "H", "H", "H", "H", "H", "H", "H", "H", "S", "C", "N"],
  "positions_angstrom": [[-0.458, -0.327, 0.111], [-2.466, 0.777, 1.329], [-2.340, 0.685, 2.733], [-1.893, -0.713, 3.177], [-0.707, -1.179, 2.452], [-0.827, -2.590, 2.141], [-1.955, -2.800, 1.054], [-2.693, -3.752, 1.174], [-2.004, -1.908, 0.157], [0.539, -0.825, 3.093], [1.790, -0.826, 2.116], [2.872, -0.640, 2.621], [1.521, -1.012, 0.898], [-3.121, 0.129, 1.026], [-1.615, 1.453, 3.016], [-3.299, 0.916, 3.215], [-1.713, -0.717, 4.259], [-2.706, -1.417, 2.974], [0.114, -2.956, 1.736], [-1.086, -3.199, 3.016], [0.481, 0.188, 3.495], [0.795, -1.512, 3.909], [0.313, -0.833, -2.113], [0.140, 0.194, -3.073], [-0.404, -0.086, -4.323], [-0.498, 0.903, -5.287], [-0.040, 2.180, -5.009], [0.472, 2.472, -3.758], [0.541, 1.501, -2.765], [1.006, 1.906, -1.424], [2.199, 2.622, -1.328], [2.634, 3.128, -0.118], [1.850, 2.977, 1.013], [0.656, 2.275, 0.928], [0.259, 1.661, -0.260], [-0.053, -1.726, -2.436], [1.288, -0.938, -1.835], [-0.740, -1.089, -4.545], [-0.926, 0.677, -6.252], [-0.104, 2.952, -5.759], [0.804, 3.472, -3.523], [2.790, 2.763, -2.221], [3.573, 3.658, -0.062], [2.158, 3.405, 1.955], [0.035, 2.220, 1.812], [0.956, -3.806, -0.950], [0.934, -4.791, 0.346], [0.926, -5.472, 1.283]],
  "forces_ev_per_angstrom": [[1.74, -1.88, 0.94], [-0.03, -0.17, -0.87], [0.19, -0.24, 0.63], [-0.41, 0.46, -0.18], [-0.27, 1.14, -1.14], [-0.50, -0.90, -0.93], [0.85, -2.00, 2.86], [0.00, 0.52, -0.42], [0.84, 3.05, -2.16], [1.50, 0.11, -0.21], [-1.08, 0.74, 3.59], [0.00, -0.19, -0.58], [-1.79, 0.61, -4.17], [-0.03, 0.00, 0.02], [-0.10, -0.11, 0.03], [0.20, 0.04, -0.04], [0.03, -0.04, -0.10], [0.07, 0.06, 0.05], [0.01, -0.05, -0.03], [0.04, 0.23, -0.02], [-0.07, -0.04, 0.04], [-0.19, 0.07, -0.02], [-0.71, 0.70, 2.21], [-0.11, 0.93, -0.59], [0.11, -0.18, 0.27], [-0.01, 0.09, 0.09], [-0.05, -0.04, -0.06], [-0.03, -0.10, 0.01], [-0.05, -0.46, -0.20], [-0.06, -0.11, -0.21], [-0.29, 0.07, -0.03], [0.00, 0.00, 0.11], [-0.19, 0.16, -0.07], [-0.24, 0.07, 0.22], [0.60, -2.17, 0.72], [-0.01, -0.15, 0.44], [0.00, -0.30, 0.00], [0.00, -0.11, -0.01], [-0.01, -0.05, -0.05], [0.01, 0.10, -0.09], [-0.03, 0.11, 0.00], [0.04, -0.01, -0.06], [0.09, 0.02, 0.02], [-0.01, 0.00, 0.06], [-0.01, -0.28, 0.07], [-0.04, 0.90, -1.06], [0.02, -0.27, 0.35], [-0.04, -0.32, 0.61]]
}

=====

{
  "formula": "C19H19N2S2",
  "method": "the ωB97M-V functional and the def2-TZVPD basis",
  "e_above_lowest_kj_mol": 0.0,
  "spin_multiplicity": 1,
  "total_charge": 1,
  "largest_force_ha_per_bohr": 0.0417,
  "elements": ["C", "C", "C", "C", "C", "S", "C", "C", "C", "S", "C", "C", "H", "H", "H", "H", "H", "H", "H", "H", "H", "H", "H", "C", "C", "C", "C", "N", "C", "N", "C", "C", "C", "C", "H", "H", "H", "H", "H", "H", "H", "H"],
  "positions_angstrom": [[-0.012, 1.598, 4.270], [-0.350, 0.257, 4.093], [-1.035, -0.153, 2.944], [-1.424, 0.778, 1.988], [-2.374, 0.336, 0.862], [-2.044, 1.258, -0.630], [-3.272, 0.633, -1.787], [-3.183, -0.859, -2.097], [-3.303, -1.675, -0.817], [-1.969, -1.371, 0.363], [-1.007, 2.108, 2.110], [-0.306, 2.513, 3.258], [0.490, 1.922, 5.180], [-0.070, -0.488, 4.836], [-1.288, -1.209, 2.800], [-4.264, 0.937, -1.440], [-3.011, 1.217, -2.686], [-3.976, -1.131, -2.804], [-2.225, -1.083, -2.570], [-4.303, -1.610, -0.381], [-3.071, -2.732, -1.023], [-1.226, 2.841, 1.322], [0.032, 3.547, 3.351], [-9.400, 3.261, 1.843], [-8.531, 3.460, 0.756], [-7.301, 2.781, 0.702], [-6.963, 1.909, 1.747], [-5.753, 1.177, 1.744], [-4.698, 1.310, 0.912], [-3.725, 0.473, 1.331], [-4.210, -0.273, 2.416], [-5.444, 0.163, 2.673], [-7.830, 1.718, 2.832], [-9.050, 2.390, 2.881], [-10.347, 3.793, 1.879], [-8.800, 4.139, -0.054], [-6.608, 2.899, -0.140], [-4.538, 2.102, 0.187], [-3.628, -1.018, 2.915], [-6.100, -0.133, 3.465], [-7.569, 1.043, 3.648], [-9.707, 2.215, 3.733]],
  "forces_ev_per_angstrom": [[-0.14, -0.12, -0.29], [-0.04, -0.11, -0.25], [0.01, -0.10, 0.46], [0.14, 0.17, -0.21], [1.84, -0.27, -0.66], [0.06, 1.48, -0.22], [0.25, 0.09, -0.67], [-0.05, 0.18, 0.31], [0.56, -0.76, -0.49], [-0.65, -0.46, 0.80], [0.04, 0.26, 0.32], [-0.07, -0.12, -0.34], [-0.04, -0.07, -0.25], [-0.07, 0.20, -0.12], [0.14, 0.40, 0.21], [0.04, -0.23, -0.41], [-0.36, -0.16, 0.31], [0.09, 0.03, 0.17], [-0.02, 0.09, 0.00], [0.13, -0.03, 0.20], [-0.53, 0.20, -0.09], [0.04, -0.33, 0.43], [-0.20, -0.29, -0.04], [0.34, -0.06, -0.17], [0.35, -0.36, 0.35], [-0.10, -0.23, 0.32], [-1.37, 0.66, 0.08], [1.37, -1.06, 0.01], [0.44, 0.01, 1.43], [-2.02, -0.29, 0.65], [0.42, 0.61, -0.83], [-0.44, 0.74, -0.43], [-0.05, 0.11, -0.16], [0.30, 0.09, -0.42], [0.18, -0.11, -0.03], [0.05, -0.23, 0.29], [-0.50, 0.09, 0.30], [-0.15, -0.34, 0.19], [0.19, -0.12, -0.04], [-0.11, -0.08, -0.12], [-0.17, 0.35, -0.28], [0.11, 0.15, -0.30]]
}

=====

{
  "formula": "C19H19N3O3S",
  "method": "the ωB97M-V functional and the def2-TZVPD basis",
  "e_above_lowest_kj_mol": 515.1,
  "smiles": "Cc1csc(COc2cc(=O)n3c(n2)COC[C@H]3Cc2ccccc2)n1",
  "spin_multiplicity": 1,
  "largest_force_ha_per_bohr": 0.1646,
  "elements": ["C", "C", "C", "S", "C", "C", "O", "C", "C", "C", "O", "N", "C", "N", "C", "O", "C", "C", "C", "C", "C", "C", "C", "C", "C", "N", "H", "H", "H", "H", "H", "H", "H", "H", "H", "H", "H", "H", "H", "H", "H", "H", "H", "H", "H"],
  "positions_angstrom": [[1.556, -6.592, 0.192], [0.358, -5.770, 0.026], [-0.057, -5.217, -1.155], [-1.362, -4.128, -0.713], [-1.183, -4.368, 1.045], [-1.628, -3.674, 2.202], [-2.456, -2.512, 1.945], [-1.955, -1.335, 1.501], [-2.798, -0.433, 1.117], [-2.252, 0.816, 0.628], [-2.996, 1.634, 0.068], [-0.968, 0.984, 0.526], [-0.127, 0.000, 1.052], [-0.629, -1.115, 1.553], [1.391, 0.298, 1.198], [1.620, 1.746, 1.250], [1.170, 2.485, 0.130], [-0.125, 1.922, -0.406], [0.067, 1.041, -1.695], [0.784, 1.814, -2.780], [0.290, 3.000, -3.442], [1.002, 3.484, -4.466], [2.264, 2.932, -4.815], [2.750, 1.766, -4.175], [1.908, 1.188, -3.228], [-0.204, -5.260, 1.175], [2.228, -5.802, 0.679], [1.922, -6.803, -0.776], [1.509, -7.382, 0.846], [0.298, -5.453, -2.072], [-2.369, -4.349, 2.740], [-0.852, -3.324, 2.913], [-3.830, -0.724, 1.114], [1.943, -0.110, 0.315], [1.859, -0.235, 2.074], [0.923, 3.450, 0.519], [2.014, 2.683, -0.569], [-0.788, 2.762, -0.599], [0.437, 0.045, -1.456], [-0.851, 0.883, -2.280], [-0.700, 3.523, -3.205], [0.607, 4.195, -5.145], [2.879, 3.188, -5.694], [3.625, 1.284, -4.610], [2.097, 0.181, -3.008]],
  "forces_ev_per_angstrom": [[1.33, 3.59, 0.05], [-1.06, 1.13, 0.28], [-2.20, 0.73, 4.93], [-0.45, 0.78, 0.04], [4.52, -3.04, -4.59], [-2.78, 1.90, 2.80], [-0.02, -0.70, -0.31], [1.72, -2.20, 1.13], [-1.10, 2.01, -0.52], [-5.93, 0.76, -2.43], [0.00, 0.37, 0.47], [8.41, -0.50, 0.83], [-1.20, -1.14, 1.63], [2.69, 0.91, -0.39], [0.09, 0.69, -1.14], [0.21, -1.87, 0.99], [0.29, -0.44, 1.24], [-2.58, -1.53, -1.71], [-1.67, 1.87, -0.78], [-0.25, 0.25, 0.28], [-1.62, -1.07, 2.49], [2.59, -0.26, -1.90], [0.77, -1.43, 0.12], [-1.38, 1.51, -1.26], [1.31, 0.86, -1.34], [-1.00, 0.33, 0.79], [-0.20, -1.41, -0.62], [0.75, -0.71, -0.83], [-0.38, -1.98, 1.28], [0.58, -0.38, -2.86], [1.04, 0.76, -0.33], [-0.01, -0.81, -0.72], [-0.41, 0.76, -0.24], [-0.49, 0.19, 0.40], [-0.91, 0.99, -0.63], [0.01, 0.71, 0.48], [-0.86, -0.73, -0.20], [-0.14, -0.17, -0.33], [0.55, 0.26, -0.15], [-0.69, -0.26, 1.26], [1.45, -1.19, -0.03], [-0.38, 0.96, -0.19], [-0.76, 0.65, 0.47], [-0.16, 0.00, 0.46], [0.34, -1.15, 1.08]]
}

=====

{
  "formula": "C19H19N3O3S2",
  "method": "the ωB97M-V functional and the def2-TZVPD basis",
  "e_above_lowest_kj_mol": 370.0,
  "spin_multiplicity": 1,
  "largest_force_ha_per_bohr": 0.0675,
  "elements": ["O", "O", "N", "N", "O", "S", "C", "C", "C", "C", "C", "C", "C", "C", "C", "C", "C", "C", "C", "C", "C", "N", "S", "C", "C", "C", "C", "H", "H", "H", "H", "H", "H", "H", "H", "H", "H", "H", "H", "H", "H", "H", "H", "H", "H", "H"],
  "positions_angstrom": [[-1.411, -2.570, 0.947], [-0.787, 1.523, -0.718], [-0.889, -0.651, -2.598], [1.301, 0.608, 2.680], [-1.957, -4.419, -0.248], [2.546, 4.952, 2.039], [-1.637, -3.104, -0.122], [-1.012, -0.985, -1.343], [-1.937, -6.593, 0.819], [-1.606, -5.249, 0.812], [1.580, 1.440, 3.709], [1.473, 1.052, 1.432], [-1.229, -3.089, -5.384], [-1.556, -4.204, -4.594], [-0.972, -1.887, -4.783], [2.019, 2.728, 3.491], [-1.701, -4.083, -3.177], [-1.108, -1.781, -3.372], [2.192, 3.250, 2.226], [-1.459, -2.856, -2.590], [1.915, 2.376, 1.149], [-1.416, -2.363, -1.282], [-0.745, 0.241, 0.040], [2.043, 2.945, -0.265], [1.029, 0.080, 0.355], [0.525, 6.457, 3.316], [0.812, 5.567, 2.136], [-2.502, -7.003, 0.022], [-1.679, -7.242, 1.686], [-1.064, -4.830, 1.696], [1.480, 1.065, 4.722], [-1.199, -3.196, -6.466], [-1.707, -5.180, -5.083], [-0.769, -1.011, -5.399], [2.212, 3.314, 4.366], [-1.908, -4.928, -2.542], [1.891, 2.196, -1.048], [3.033, 3.418, -0.418], [1.359, 3.714, -0.472], [1.167, -0.905, 0.705], [1.594, 0.185, -0.583], [1.161, 7.363, 3.248], [-0.503, 6.868, 3.276], [0.744, 5.971, 4.243], [0.125, 4.695, 2.152], [0.556, 6.121, 1.220]],
  "forces_ev_per_angstrom": [[-0.46, -0.63, -0.68], [-0.43, -0.28, 0.54], [0.53, 0.46, 1.36], [0.16, 0.34, 0.74], [0.29, 0.49, -0.45], [-0.20, 0.68, -0.12], [1.46, 1.22, 1.99], [0.06, -1.13, -1.66], [0.99, 3.12, 0.80], [-0.27, -3.07, 1.59], [0.06, -0.66, -1.45], [-0.30, 0.99, 0.22], [-0.12, -0.71, 0.18], [-0.35, -0.14, 1.47], [-0.45, 0.90, 0.73], [0.07, -0.10, 0.81], [0.30, -0.96, -1.38], [0.30, 0.95, -1.55], [-0.69, -1.73, -0.35], [0.14, 0.31, -0.30], [-0.02, 0.59, -0.75], [-0.55, -1.25, 0.52], [-0.36, 1.13, -1.13], [1.46, -1.32, 0.07], [0.73, 0.18, -0.57], [0.28, 1.58, -0.51], [-0.99, -0.40, -0.65], [-0.41, -0.43, -0.64], [-0.09, 0.84, -0.86], [-0.59, 0.10, -1.30], [-0.15, -0.13, -0.18], [0.12, 0.06, 0.24], [0.01, 0.57, 0.46], [0.12, -0.11, 0.39], [0.15, 0.50, 0.25], [-0.16, -0.24, -0.24], [0.06, 0.08, 0.28], [-0.37, -0.42, 0.22], [-1.21, 0.98, 0.03], [0.30, -1.26, 0.64], [-0.51, 0.13, 0.18], [-0.12, -0.46, 0.18], [0.34, -0.58, 0.14], [-0.10, -0.27, 0.67], [0.62, 0.33, -0.06], [0.36, -0.26, 0.11]]
}